{"formula": "C6H10", "method": "ωB97M-V/def2-TZVPD", "species": ["C", "C", "C", "C", "C", "C", "H", "H", "H", "H", "H", "H", "H", "H", "H", "H"], "xyz": [[2.062, -0.451, 0.046], [0.690, 0.030, -0.417], [-0.486, -0.928, -0.113], [-1.704, -0.001, -0.091], [-1.074, 1.321, 0.383], [0.339, 1.431, -0.019], [2.052, -0.601, 1.133], [2.835, 0.288, -0.183], [2.327, -1.406, -0.419], [0.724, 0.197, -1.516], [-0.565, -1.746, -0.837], [-0.337, -1.382, 0.877], [-2.510, -0.352, 0.561], [-2.125, 0.124, -1.097], [-1.692, 2.223, 0.352], [-0.769, 1.206, 1.454]], "homo_lumo_gap_ev": 9.01, "total_energy_ev": -6380.943, "e_above_lowest_kcal_mol": 67.3, "fmax_ha_per_bohr": 0.0093}